No. 1
Entry from the Open Molecules 2025 dataset: a molecular structure, C32H35AuN6O2 (wB97M-V/def2-TZVPD).

energy above the lowest of the compared OMol25 structures with the same formula, charge and spin	83.7	kJ/mol
2S+1	3
max |F|	0.726	eV/A
charge	+2
LUMO energy (spin up / spin down)	-6.059 / -6.831	eV
M	732.6	g mol⁻¹
HOMO level (spin up / spin down)	-12.903 / -13.861	eV
⟨S²⟩	2.0401

Each line ends with the Löwdin spin population.
CARTESIAN COORDINATES (ANGSTROEM)
Au: -0.07738 0.27591 0.17345  0.59
C: 4.25629 -0.57978 -0.02152  0.00
C: 4.58940 -0.68642 1.31666  0.00
C: 3.60643 -0.49595 2.27886  0.00
C: 2.31359 -0.20723 1.88085  0.01
N: 2.00539 -0.10061 0.56993  0.07
C: 2.94524 -0.28132 -0.35429  0.00
C: 1.19525 -0.02354 2.84813  0.01
C: 1.29240 -0.11166 4.22845  0.01
C: 0.13749 0.05502 4.98185  0.00
C: -1.08238 0.29455 4.36565  0.01
C: -1.11768 0.37215 2.98068  0.01
N: 0.01147 0.22369 2.29564  0.15
C: -2.33870 0.56066 2.14922  0.01
C: -3.58391 0.82893 2.68936  0.00
C: -4.68001 0.92008 1.84182  0.00
C: -4.50192 0.74658 0.48067  0.00
C: -3.22215 0.51232 0.00448  0.01
N: -2.17753 0.42093 0.81918  0.09
H: 4.98916 -0.72504 -0.80158  0.00
H: 5.60203 -0.91982 1.61572  0.00
H: 3.85183 -0.58303 3.32680  0.00
H: 2.63036 -0.18438 -1.38452  0.00
H: 2.23385 -0.31492 4.71592  0.00
H: 0.18827 -0.01595 6.05962  0.00
H: -1.98076 0.39932 4.95501  0.00
H: -3.70710 0.96132 3.75397  0.00
H: -5.66216 1.12193 2.24666  0.00
H: -5.33222 0.79923 -0.20824  0.00
H: -3.01767 0.39904 -1.05164  0.00
C: -1.87465 4.38214 -2.18826  0.00
N: -0.70463 4.41466 -1.31256  0.00
C: -0.08630 5.58102 -1.00274  0.00
C: 0.99998 5.61142 -0.20293  0.00
C: 1.46250 4.35731 0.28709  0.00
N: 0.85267 3.21258 0.00051  0.00
C: -0.23524 3.21832 -0.79585  0.00
O: -0.85335 2.17526 -1.10139  0.02
N: 2.54364 4.30407 1.08099  0.00
H: -2.02620 5.37566 -2.60012  0.00
H: -2.75622 4.07847 -1.62612  0.00
H: -1.70821 3.67130 -2.99354  0.00
H: -0.51302 6.47416 -1.43718  0.00
H: 1.49222 6.53957 0.03934  0.00
H: 3.09977 5.12254 1.25409  0.00
H: 2.91825 3.40511 1.32870  0.00
C: 1.03767 -2.79277 -2.56005  0.01
C: -0.30163 -2.17125 -2.96382  0.02
C: -0.23913 -0.64591 -2.93795  0.03
C: -1.46875 -2.74804 -2.19644  0.14
C: -2.54943 -3.24940 -2.87466  0.00
C: -3.59376 -3.90017 -2.20348  0.24
C: -3.53519 -4.10773 -0.82274  0.00
C: -2.48824 -3.63076 -0.07267  0.15
C: -2.38046 -3.96969 1.39262  0.01
C: -1.15231 -4.85610 1.63650  0.01
C: -2.37512 -2.75922 2.32653  0.01
C: -1.45240 -2.84672 -0.73893  0.10
O: -0.55858 -2.28118 -0.05991  0.29
H: 1.81819 -2.45877 -3.24511  0.00
H: 0.99732 -3.88087 -2.61002  0.00
H: 1.31402 -2.51403 -1.54364  0.00
H: -0.48412 -2.44657 -4.00707  0.00
H: -0.08744 -0.25991 -1.91367  0.01
H: -1.14562 -0.17772 -3.32121  0.00
H: 0.60664 -0.28971 -3.52802  0.00
H: -2.58425 -3.17538 -3.95486  0.00
H: -4.43237 -4.28591 -2.76756  0.01
H: -4.32313 -4.67154 -0.33890  0.00
H: -3.27197 -4.55642 1.63070  0.00
H: -0.23545 -4.30428 1.42574  0.00
H: -1.17361 -5.74522 1.00663  0.00
H: -1.12520 -5.18103 2.67687  0.00
H: -1.45477 -2.18860 2.21361  0.00
H: -2.45103 -3.10002 3.36018  0.00
H: -3.22854 -2.10650 2.12633  0.00



No. 2
Entry from the Open Molecules 2025 dataset: a molecular structure, C18H50BF3N2O10V2 at a distorted geometry (wB97M-V/def2-TZVPD).

2S+1	7
max |F|	2.367	eV/A
charge	+2
LUMO energy (spin up / spin down)	-5.701 / -5.741	eV
M	624.3	g mol⁻¹
HOMO level (spin up / spin down)	-11.935 / -13.616	eV
⟨S²⟩	12.0096

Each line ends with the Löwdin spin population.
CARTESIAN COORDINATES (ANGSTROEM)
V: -9.32442 25.93496 -4.40247  2.86
V: -12.66464 24.35677 -1.76745  2.77
C: -14.45538 23.28369 -4.22662  0.00
O: -15.22448 22.49420 -3.33378  0.00
O: -13.67006 24.15708 -3.57919  0.04
C: -13.61964 22.32833 -5.09590  0.00
F: -12.44955 22.88816 -5.47952  0.00
F: -13.30710 21.18705 -4.47529  0.00
F: -14.28205 21.99744 -6.21417  0.00
C: -16.62380 22.47073 -3.60387  0.00
C: -17.27746 21.41093 -2.73017  0.00
H: -17.83841 21.84732 -1.90602  0.00
H: -17.93115 20.74138 -3.28656  0.00
H: -16.50020 20.75632 -2.32807  0.00
H: -16.81274 22.29895 -4.66611  0.00
H: -17.05958 23.45347 -3.37285  0.00
H: -15.14572 23.83907 -4.88209  0.00
B: -10.52188 24.77560 -2.66122  0.08
H: -11.25350 25.71547 -2.71037  0.01
H: -9.36319 24.99441 -2.73848  0.01
H: -10.73132 24.20594 -1.64565  0.01
H: -10.81417 24.00454 -3.54927  0.02
C: -7.25677 23.73131 -4.60954  0.00
C: -6.39957 24.95151 -4.73994  0.00
O: -7.11500 26.02638 -4.06457  0.03
O: -8.50308 24.02788 -5.30404  0.01
H: -7.49598 23.60278 -3.55077  0.00
H: -6.81069 22.82728 -5.01390  0.00
H: -6.20912 25.19506 -5.77940  0.00
H: -5.47979 24.77181 -4.18489  0.00
H: -6.56278 26.44932 -3.39966  0.00
H: -8.88863 23.21745 -5.65100  0.00
C: -12.42914 26.73502 0.37413  0.00
C: -12.59252 27.46145 -0.93786  0.00
O: -13.30747 26.66330 -1.88354  0.01
O: -12.07615 25.35667 0.10586  0.03
H: -13.39189 26.69450 0.89357  0.00
H: -11.67674 27.21464 0.99485  0.00
H: -11.57036 27.56065 -1.34139  0.00
H: -12.96555 28.46820 -0.76089  0.00
H: -13.78429 27.25352 -2.47338  0.00
H: -11.69915 25.01072 0.92544  0.00
C: -8.70653 25.13043 0.67721  0.00
C: -8.57462 26.36129 -0.20945  0.00
O: -8.02154 27.45998 0.49576  0.00
O: -9.47570 25.40366 1.84003  0.00
H: -7.69657 24.82867 0.97944  0.00
H: -9.17164 24.31196 0.13093  0.00
H: -9.55089 26.57780 -0.65747  0.00
H: -7.87589 26.07304 -1.00116  0.00
H: -8.73501 27.97237 0.88497  0.00
H: -9.00486 26.08687 2.32943  0.00
C: -12.22184 25.93873 -7.65518  0.00
C: -11.01057 25.78394 -6.74924  0.00
C: -9.92263 26.74664 -7.20283  0.01
O: -8.66797 26.45412 -6.51963  0.02
C: -7.61867 27.25594 -7.05664  0.00
N: -11.30976 25.96388 -5.30510  0.01
H: -11.89801 25.86295 -8.69491  0.00
H: -12.72084 26.89487 -7.51390  0.00
H: -12.85382 25.06198 -7.51379  0.00
H: -10.62841 24.77174 -6.91113  0.00
H: -10.25141 27.75943 -6.92989  0.00
H: -9.71532 26.63485 -8.26417  0.00
H: -7.42595 26.97530 -8.09634  0.00
H: -6.68335 27.06984 -6.53637  0.00
H: -7.85093 28.32024 -6.99593  0.00
H: -11.59486 26.93905 -5.17048  0.00
H: -12.15876 25.41989 -5.10171  0.00
C: -15.18410 22.07506 1.05142  0.00
C: -14.07189 22.70401 0.21439  0.00
C: -13.47329 21.68174 -0.70637  0.00
O: -12.34730 22.27564 -1.37152  0.03
C: -11.58154 21.37055 -2.17294  0.00
N: -14.58068 23.85147 -0.59581  0.01
H: -15.56632 22.87764 1.69656  0.00
H: -14.79195 21.38875 1.80403  0.00
H: -15.98948 21.65464 0.45782  0.00
H: -13.29540 23.10308 0.86941  0.00
H: -14.21383 21.35199 -1.44339  0.00
H: -13.17116 20.79603 -0.14188  0.00
H: -11.36567 21.82599 -3.13536  0.00
H: -12.05606 20.39709 -2.22266  0.00
H: -10.59226 21.24567 -1.71123  0.00
H: -15.09350 24.43708 0.05629  0.00
H: -15.25457 23.51082 -1.28205  0.00



No. 3
Entry from the Open Molecules 2025 dataset: 11 unconnected molecules or ions with the total composition C42H115N9O12 at a distorted geometry (wB97M-V/def2-TZVPD).

energy above the lowest of the compared OMol25 structures with the same formula, charge and spin	542.8	kJ/mol
SMILES	COC[C@H](C)N.COC[C@H](C)N.COC[C@H](C)N.COC[C@H](C)N.COC[C@H](C)N.COC[C@H](C)N.COC[C@H](C)N.COC[C@H](C)N.COCCNCCOC.CCO.CCO
max |F|	3.467	eV/A
LUMO energy	0.322	eV
M	938.4	g mol⁻¹
HOMO level	-8.987	eV

Each line ends with the Mulliken charge.
CARTESIAN COORDINATES (ANGSTROEM)
C: -3.45547 1.91487 0.20281  -0.51
O: -3.07620 3.24596 0.34037  -0.45
C: -2.47736 3.46425 1.54131  -0.69
C: -1.96914 4.87779 1.60512  1.09
C: -1.52542 5.30893 3.06156  -1.30
N: -3.08457 5.84912 1.43998  -0.74
H: -3.92288 1.64904 -0.74532  0.14
H: -4.05693 1.47842 1.00022  0.44
H: -2.52585 1.34657 0.23391  0.02
H: -3.23240 3.37080 2.32188  0.63
H: -1.73553 2.70518 1.78946  0.22
H: -1.11257 4.97829 0.93858  -0.26
H: -2.22958 5.02088 3.84212  0.38
H: -1.32975 6.37892 3.13186  0.38
H: -0.59621 4.78472 3.28484  0.17
H: -3.61621 5.65784 0.60280  0.21
H: -2.88676 6.83901 1.47308  0.24
C: -1.99020 -2.97036 -4.69214  -0.30
O: -1.55177 -4.20442 -4.30330  -0.45
C: -0.76306 -4.28546 -3.07927  -0.10
C: -0.58647 -5.78238 -2.73946  0.53
C: 0.15859 -6.09451 -1.49004  -1.14
N: 0.10698 -6.46489 -3.87306  -0.72
H: -2.33211 -2.96550 -5.72712  0.41
H: -1.37105 -2.12825 -4.38294  -0.01
H: -2.92686 -2.74792 -4.18099  0.10
H: 0.11686 -3.77326 -3.46852  0.20
H: -1.33478 -3.75608 -2.31704  -0.03
H: -1.62847 -6.09933 -2.69596  0.25
H: 0.03354 -7.10799 -1.10880  0.43
H: -0.14324 -5.51145 -0.61996  0.32
H: 1.24692 -6.03432 -1.48943  0.07
H: 0.45826 -7.36411 -3.57625  0.31
H: 1.00442 -6.01472 -3.98286  0.23
C: 4.86525 1.58248 7.32539  -0.71
O: 5.41536 0.89318 6.20299  -0.36
C: 4.33985 0.09708 5.60032  -0.55
C: 4.77366 -0.85831 4.39494  0.64
C: 3.66778 -1.69574 3.66025  -1.45
N: 5.76705 -1.83431 4.84194  -0.78
H: 4.35095 0.91313 8.01500  0.32
H: 4.32529 2.46345 6.97836  0.25
H: 5.71168 1.94897 7.90621  0.28
H: 3.76610 -0.43320 6.36039  0.38
H: 3.58423 0.73960 5.14830  0.27
H: 5.21833 -0.25730 3.60174  0.21
H: 2.74727 -1.19575 3.35896  0.15
H: 3.36706 -2.51490 4.31343  0.48
H: 4.00119 -2.10237 2.70548  0.42
H: 6.10198 -2.37055 4.05431  0.24
H: 6.60170 -1.38453 5.19000  0.25
C: -0.83083 -2.53305 4.63479  -0.83
O: -0.01750 -2.15048 5.72200  -0.20
C: -0.73479 -1.72927 6.88567  -0.83
C: -1.15129 -2.92170 7.79464  0.55
C: -1.81243 -2.41660 9.08105  -1.37
N: 0.03326 -3.59474 8.20150  -0.72
H: -0.17228 -2.79492 3.80663  0.20
H: -1.50916 -1.75423 4.28635  0.39
H: -1.43189 -3.43248 4.76848  0.30
H: -0.11979 -0.99560 7.40683  0.35
H: -1.55307 -1.08213 6.56990  0.36
H: -1.77784 -3.68295 7.32986  0.23
H: -2.40020 -1.49988 9.03349  0.34
H: -1.06244 -2.03977 9.77648  0.35
H: -2.39357 -3.22809 9.51907  0.31
H: 0.45877 -3.67521 7.28904  0.28
H: 0.65822 -3.12236 8.83897  0.27
C: -0.01412 0.91055 -4.86252  -0.65
O: 0.05863 2.17497 -5.45561  -0.08
C: 0.65530 2.12345 -6.78772  -1.31
C: 1.51925 3.43469 -6.95904  1.31
C: 2.08307 3.57090 -8.36058  -1.43
N: 2.62377 3.44130 -6.08635  -0.72
H: -0.47175 1.00950 -3.87820  -0.16
H: 0.99916 0.51234 -4.80958  0.39
H: -0.60080 0.18947 -5.43167  0.47
H: 1.24820 1.26584 -7.10561  0.50
H: -0.02748 2.17381 -7.63589  0.38
H: 0.80082 4.15578 -6.56920  -0.19
H: 2.28876 4.59581 -8.66937  0.34
H: 1.51863 3.04025 -9.12734  0.32
H: 3.03876 3.06429 -8.22609  0.41
H: 2.12106 3.19829 -5.24473  0.15
H: 2.91773 4.38895 -5.89760  0.30
C: 2.64472 1.75706 1.94998  -1.05
O: 2.41655 3.00025 1.40295  -0.18
C: 2.05780 4.15784 2.21722  0.05
C: 2.97471 5.39378 2.01274  0.62
C: 4.42323 5.16530 2.30980  -1.49
N: 2.42441 6.47856 2.86040  -0.76
H: 2.89194 0.98824 1.21793  0.31
H: 1.72741 1.46176 2.45933  0.43
H: 3.30206 1.85890 2.81349  0.39
H: 1.01361 4.24373 1.91659  -0.71
H: 2.04806 3.71328 3.21240  0.74
H: 2.88411 5.87883 1.04083  0.22
H: 4.83335 4.74820 1.39005  0.31
H: 4.60576 4.43956 3.10231  0.27
H: 4.99560 6.03128 2.64230  0.44
H: 2.47802 6.32683 3.85750  0.27
H: 1.43912 6.67463 2.75613  0.20
C: 3.19056 -4.15552 -2.83638  -0.56
O: 3.51385 -5.22733 -1.92925  -0.28
C: 4.33940 -6.15575 -2.56485  -0.76
C: 4.72406 -7.06505 -1.40744  0.28
C: 5.50904 -6.32179 -0.35798  -1.34
N: 5.56972 -8.10803 -1.87436  -0.75
H: 2.56056 -3.50398 -2.23083  -0.05
H: 2.62687 -4.62268 -3.64392  0.21
H: 4.09794 -3.77599 -3.30620  0.43
H: 3.78187 -6.83082 -3.21409  0.30
H: 5.20851 -5.79630 -3.11583  0.47
H: 3.82494 -7.45932 -0.93390  0.35
H: 4.90422 -5.57215 0.15224  0.25
H: 6.33338 -5.92129 -0.94804  0.33
H: 5.84187 -7.07318 0.35808  0.46
H: 5.72407 -8.59456 -1.00283  0.31
H: 6.45605 -7.69346 -2.12470  0.32
C: -8.86967 -2.69235 0.80399  -0.79
O: -7.58468 -3.23142 0.80614  -0.33
C: -6.42718 -2.33734 1.02818  -0.76
C: -5.18506 -3.04819 0.55119  1.10
C: -4.85761 -4.24990 1.28217  -1.90
N: -4.06467 -2.11521 0.70216  -0.49
H: -9.60295 -3.41754 0.45117  0.26
H: -9.04935 -1.75564 0.27635  0.30
H: -9.16200 -2.54412 1.84354  0.31
H: -6.61305 -1.48876 0.36980  0.17
H: -6.36936 -1.96879 2.05235  0.33
H: -5.38587 -3.35289 -0.47592  0.11
H: -3.94678 -4.54891 0.76344  0.58
H: -5.59539 -5.03261 1.10572  0.40
H: -4.82849 -4.15256 2.36743  0.31
H: -3.45764 -2.83917 1.05922  0.31
H: -3.65119 -1.88560 -0.19025  0.10
C: -2.47952 8.32079 -3.66120  -0.77
O: -2.17265 6.96446 -4.14521  -0.37
C: -1.27989 6.36065 -3.28796  -0.42
C: -0.76677 5.10062 -3.97306  -0.48
N: 0.09896 4.21120 -3.17577  -0.03
C: -0.63431 3.57399 -2.09593  0.34
C: 0.26559 2.97786 -1.08947  0.16
O: 0.96447 1.81942 -1.69688  -0.20
C: 2.17764 2.06505 -2.38316  -1.08
H: -3.11348 8.86109 -4.36423  0.29
H: -1.65993 8.90706 -3.24568  0.30
H: -3.18248 8.12567 -2.85133  0.30
H: -1.88751 6.08865 -2.42487  0.20
H: -0.36837 6.90465 -3.04041  0.35
H: -0.23892 5.25599 -4.91397  0.28
H: -1.67184 4.54113 -4.20952  0.28
H: 0.40187 3.50656 -3.83290  0.01
H: -1.32787 2.78670 -2.39134  -0.33
H: -1.17073 4.36864 -1.57739  0.10
H: -0.18707 2.56314 -0.18879  -0.26
H: 0.91791 3.68205 -0.57306  0.08
H: 2.91883 2.31078 -1.62267  0.19
H: 2.21571 2.95988 -3.00438  0.29
H: 2.51886 1.20713 -2.96251  0.39
C: -5.51613 -0.45174 -3.04415  -1.49
C: -4.05111 -0.27409 -3.21712  0.10
O: -3.43157 -1.04398 -2.22875  0.24
H: -5.94263 -0.13099 -2.09372  0.20
H: -5.80501 -1.48663 -3.22760  0.31
H: -5.85007 0.19738 -3.85361  0.46
H: -3.71893 0.75278 -3.06446  0.12
H: -3.79985 -0.60161 -4.22593  0.38
H: -2.48013 -0.91822 -2.25195  -0.26
C: -0.02259 -0.53524 0.72572  -0.38
C: -0.28536 -1.43686 -0.53846  0.41
O: -0.56619 -0.58489 -1.60624  0.41
H: 0.15371 0.48285 0.37858  -0.73
H: 0.55346 -1.00714 1.52170  0.53
H: -0.94929 -0.28938 1.24427  0.22
H: -1.11090 -2.12400 -0.35292  0.25
H: 0.54982 -2.13007 -0.63861  -0.28
H: 0.00620 0.18553 -1.62656  -0.15



No. 4
Entry from the Open Molecules 2025 dataset: C4H4N4O in the gas phase at a distorted geometry (wB97M-V/def2-TZVPD).

energy above the lowest of the compared OMol25 structures with the same formula, charge and spin	563.6	kJ/mol
SMILES	Nn1occ2ncnc1-2
max |F|	5.773	eV/A
LUMO energy	-0.142	eV
M	124.1	g mol⁻¹
HOMO level	-9.335	eV

Each line ends with the Mulliken charge.
CARTESIAN COORDINATES (ANGSTROEM)
N: -2.23330 -0.95613 0.40492  -0.48
N: -1.25082 -0.45208 -0.38494  0.16
O: -1.55092 1.08830 -0.27975  -0.28
C: -0.31570 1.66465 0.12335  -0.16
C: 0.65343 0.67056 0.16364  0.40
N: 2.09377 0.64522 0.25149  -0.57
C: 2.26560 -0.58137 -0.10053  -0.06
N: 1.08456 -1.36849 -0.08350  -0.64
C: 0.12128 -0.56531 -0.16969  0.31
H: -1.90572 -1.43340 1.24164  0.26
H: -3.14701 -1.43659 -0.26043  0.30
H: -0.04002 2.79462 0.12280  0.34
H: 3.29294 -0.84186 -0.28235  0.42



Q: The lowest max |F| belongs to which entry?
A: C32H35AuN6O2